{
  "formula": "C28H25ClInNO5P",
  "method": "ωB97M-V/def2-TZVPD",
  "symbols": ["In", "O", "C", "O", "C", "C", "C", "C", "C", "O", "C", "C", "O", "O", "H", "H", "H", "H", "H", "H", "H", "H", "Cl", "C", "C", "C", "C", "C", "C", "P", "C", "C", "C", "C", "C", "C", "C", "C", "C", "C", "C", "C", "H", "H", "H", "H", "H", "H", "H", "H", "H", "H", "H", "H", "H", "H", "C", "C", "N", "H", "H", "H"],
  "xyz": [[-0.05066, -0.01106, -0.03394], [0.92006, 3.90482, 0.91771], [0.74104, 2.71483, 0.99900], [0.20610, 2.00313, 0.02143], [1.02838, 1.97904, 2.31521], [-0.24835, 1.28887, 2.84023], [-0.12413, 1.02384, 4.34061], [0.93674, -0.10758, 4.36204], [1.17100, -0.35040, 2.86585], [-0.14096, -0.06223, 2.30360], [2.03483, 0.77278, 2.27491], [2.58922, 0.44283, 0.87651], [3.60111, 0.96251, 0.48944], [1.90035, -0.45006, 0.16359], [1.37163, 2.74346, 3.00593], [-1.18182, 1.74932, 2.51815], [-1.07821, 0.68021, 4.73768], [0.17485, 1.91476, 4.88776], [0.55359, -1.00362, 4.84636], [1.85667, 0.18289, 4.86505], [1.48080, -1.35645, 2.59844], [2.90392, 0.98287, 2.89235], [-0.20860, -0.05068, -2.67962], [-1.90611, -0.00766, -3.08642], [-2.22573, 0.01642, -4.43458], [-3.55160, 0.06890, -4.82523], [-4.56366, 0.10122, -3.87521], [-4.23684, 0.07590, -2.53284], [-2.90504, 0.01783, -2.11362], [-2.60141, 0.03496, -0.32142], [-3.47150, 1.49797, 0.28635], [-2.82402, 2.73169, 0.20636], [-3.47820, 3.87530, 0.63808], [-4.76613, 3.79249, 1.14787], [-5.41527, 2.56722, 1.21460], [-4.77302, 1.41800, 0.78392], [-3.39221, -1.44674, 0.33825], [-3.61322, -1.53342, 1.71309], [-4.16894, -2.68189, 2.25287], [-4.48914, -3.75129, 1.42737], [-4.23923, -3.67946, 0.06399], [-3.69236, -2.52968, -0.48415], [-1.43756, 0.00296, -5.17575], [-3.79796, 0.08958, -5.87798], [-5.59983, 0.15558, -4.17914], [-5.01529, 0.10636, -1.78022], [-1.81361, 2.80276, -0.17948], [-2.97138, 4.82904, 0.57776], [-5.26787, 4.68603, 1.49531], [-6.42365, 2.50325, 1.60132], [-5.28137, 0.46371, 0.83047], [-3.34771, -0.70350, 2.35708], [-4.35418, -2.74140, 3.31705], [-4.94104, -4.64034, 1.84722], [-4.47653, -4.51844, -0.57736], [-3.50621, -2.46784, -1.54929], [0.18062, -4.88138, 0.03436], [-0.10594, -3.47507, -0.08760], [-0.36334, -2.36439, -0.19450], [-0.11766, -5.39315, -0.88033], [-0.37316, -5.29716, 0.87559], [1.24696, -5.03640, 0.19495]],
  "forces_ev_per_angstrom": [[-0.53, -0.27, 0.67], [-0.09, -0.22, 0.02], [0.12, 0.31, 0.05], [0.08, 0.34, 0.04], [-0.03, -0.05, -0.20], [0.09, 0.33, 0.38], [-0.03, -0.07, -0.14], [-0.09, 0.00, -0.08], [0.41, 0.06, 0.38], [-0.20, -0.08, -0.51], [-0.13, -0.17, -0.21], [0.25, 0.24, -0.05], [-0.13, -0.14, 0.09], [0.16, -0.20, 0.00], [0.00, -0.02, 0.05], [0.00, -0.10, -0.05], [0.02, 0.00, 0.03], [0.02, 0.01, -0.02], [0.00, 0.00, 0.00], [0.02, -0.01, -0.02], [-0.09, 0.01, -0.08], [-0.01, 0.04, 0.04], [0.30, -0.02, -0.42], [-0.60, 0.02, 0.10], [0.27, 0.00, -0.10], [-0.11, 0.00, 0.04], [0.00, 0.00, 0.03], [0.10, 0.01, -0.04], [0.05, -0.04, 0.11], [0.01, 0.17, -0.25], [0.01, -0.10, 0.12], [0.02, 0.00, -0.01], [0.01, 0.02, -0.01], [0.00, 0.03, 0.01], [-0.03, -0.03, 0.00], [0.06, -0.05, -0.05], [-0.02, 0.02, 0.01], [0.09, 0.00, -0.03], [0.02, 0.03, 0.02], [-0.01, -0.03, -0.02], [0.00, -0.06, -0.01], [-0.01, 0.10, -0.01], [0.01, 0.00, 0.03], [0.04, 0.01, -0.01], [0.00, -0.02, -0.01], [-0.05, 0.02, -0.04], [-0.03, 0.01, 0.01], [0.00, 0.00, 0.01], [0.00, 0.00, -0.02], [0.01, 0.01, 0.00], [-0.03, -0.01, 0.05], [-0.04, 0.01, 0.03], [0.00, 0.00, 0.00], [0.03, -0.01, 0.00], [-0.03, 0.02, 0.01], [-0.03, -0.05, 0.01], [0.08, -0.44, 0.03], [-0.15, 0.35, -0.06], [0.23, -0.10, 0.08], [0.00, 0.01, 0.01], [0.00, 0.02, -0.02], [-0.01, 0.06, -0.01]],
  "nbo_charge": [1.6701, -0.5706, 0.7980, -0.8992, -0.3491, 0.0815, -0.4258, -0.4205, 0.0934, -0.5823, -0.3664, 0.7954, -0.5484, -0.8897, 0.2588, 0.2288, 0.2210, 0.2338, 0.2240, 0.2294, 0.2271, 0.2627, 0.1345, -0.0051, -0.2221, -0.1523, -0.2125, -0.0992, -0.4135, 0.9427, -0.3836, -0.2017, -0.1828, -0.1699, -0.2038, -0.1940, -0.3903, -0.1409, -0.2072, -0.1836, -0.2087, -0.1897, 0.2469, 0.2397, 0.2375, 0.2209, 0.2625, 0.2381, 0.2312, 0.2300, 0.2233, 0.2185, 0.2298, 0.2313, 0.2296, 0.2273, -0.7396, 0.4940, -0.4530, 0.2801, 0.2784, 0.2854],
  "gap_ev": 8.95,
  "mol_weight_g_mol": 636.8,
  "e_above_lowest_kj_mol": 21.6,
  "homo_ev": -11.71,
  "total_charge": 1,
  "multiplicity": 1
}

=====

{
  "formula": "C28H25F2N3OS",
  "method": "ωB97M-V/def2-TZVPD",
  "symbols": ["O", "C", "C", "C", "C", "C", "C", "C", "N", "C", "S", "N", "C", "C", "N", "C", "C", "C", "C", "C", "C", "C", "C", "F", "C", "C", "C", "C", "C", "C", "F", "C", "C", "C", "C", "H", "H", "H", "H", "H", "H", "H", "H", "H", "H", "H", "H", "H", "H", "H", "H", "H", "H", "H", "H", "H", "H", "H", "H", "H"],
  "xyz": [[2.94676, -3.89756, 1.62717], [2.07237, -4.20022, 0.84318], [2.31726, -4.88008, -0.43161], [3.61202, -5.23473, -0.80676], [3.83508, -5.86522, -2.01236], [2.76607, -6.14520, -2.85816], [1.47796, -5.80020, -2.50519], [1.24611, -5.16500, -1.28583], [-0.01496, -4.80891, -0.88436], [-0.30569, -4.20029, 0.29768], [-1.88840, -3.90574, 0.64563], [0.73963, -3.90952, 1.12700], [0.49316, -3.16292, 2.34814], [0.88497, -1.68956, 2.15133], [0.23091, -1.15474, 0.97476], [-1.07529, -0.58377, 1.21546], [-1.00497, 0.82967, 1.82934], [-0.15834, 1.71348, 0.96529], [-0.59321, 2.83721, 0.37678], [-1.99324, 3.30594, 0.44338], [-2.26243, 4.61115, 0.85053], [-3.55829, 5.08769, 0.89703], [-4.58963, 4.24723, 0.51850], [-5.85951, 4.70636, 0.55846], [-4.35562, 2.95341, 0.09147], [-3.05344, 2.49011, 0.05447], [0.29007, 3.74637, -0.38291], [-0.08539, 4.16909, -1.65632], [0.70531, 5.04461, -2.37573], [1.87543, 5.50792, -1.80239], [2.65348, 6.36621, -2.49781], [2.26749, 5.12324, -0.53335], [1.46844, 4.24230, 0.17115], [1.20816, 1.13469, 0.75466], [1.03490, -0.28123, 0.15688], [4.41924, -5.00299, -0.12925], [4.83637, -6.14226, -2.30221], [2.94426, -6.63872, -3.80156], [0.64691, -6.01744, -3.15942], [-0.80917, -5.01572, -1.47653], [1.10302, -3.59741, 3.14271], [-0.56476, -3.25936, 2.59080], [1.96678, -1.64439, 2.01276], [0.63505, -1.14648, 3.07309], [-1.64157, -1.24968, 1.86713], [-1.59513, -0.53602, 0.25400], [-2.00844, 1.22884, 1.96527], [-0.53490, 0.75435, 2.81510], [-1.44479, 5.25421, 1.14090], [-3.77648, 6.09401, 1.21791], [-5.18214, 2.32875, -0.20882], [-2.85575, 1.48930, -0.29816], [-1.00446, 3.80014, -2.08710], [0.42633, 5.37179, -3.36490], [3.17932, 5.51571, -0.11129], [1.74996, 3.94812, 1.17111], [1.80545, 1.73748, 0.07217], [1.73897, 1.04845, 1.70653], [2.01333, -0.74135, -0.00189], [0.54025, -0.18942, -0.81601]],
  "forces_ev_per_angstrom": [[0.08, 0.00, -0.02], [0.12, -0.10, -0.04], [-0.09, -0.14, -0.35], [-0.14, 0.01, -0.02], [0.13, 0.02, 0.07], [-0.12, 0.05, 0.07], [-0.03, 0.01, 0.02], [0.71, -0.01, 0.16], [0.00, 0.05, 0.00], [-0.42, -0.16, -0.30], [-0.61, 0.01, 0.03], [0.04, -0.14, -0.09], [0.10, 0.40, 0.51], [-0.08, -0.29, -0.05], [0.08, -0.15, -0.01], [-0.17, 0.16, 0.23], [-0.13, -0.19, -0.15], [-0.01, 0.22, 0.03], [0.12, -0.24, 0.17], [-0.21, -0.08, 0.05], [-0.10, -0.17, -0.01], [-0.24, 0.01, -0.01], [0.10, -0.08, -0.02], [0.11, -0.04, -0.01], [-0.26, 0.19, 0.06], [0.10, 0.21, 0.04], [0.22, 0.06, -0.07], [0.17, -0.02, 0.11], [0.19, 0.14, -0.07], [-0.04, -0.08, 0.09], [-0.08, -0.07, 0.06], [0.11, 0.17, -0.24], [-0.20, 0.02, -0.13], [0.02, -0.18, -0.31], [0.24, 0.23, 0.02], [0.07, 0.02, 0.06], [0.09, -0.02, -0.02], [0.00, -0.04, -0.08], [-0.09, -0.03, -0.08], [0.09, 0.09, 0.23], [-0.10, 0.01, -0.07], [0.20, -0.03, -0.02], [-0.06, 0.07, 0.06], [0.08, 0.00, 0.01], [-0.04, -0.02, -0.08], [-0.11, -0.02, 0.04], [0.03, -0.02, 0.09], [-0.01, 0.03, 0.06], [0.07, 0.08, 0.00], [-0.05, 0.10, 0.04], [-0.11, -0.03, -0.03], [0.04, -0.11, -0.03], [-0.10, -0.01, -0.04], [0.00, 0.05, -0.11], [0.09, 0.06, 0.02], [0.02, -0.05, 0.09], [0.04, -0.02, 0.07], [0.07, 0.03, 0.05], [-0.03, 0.01, -0.05], [0.07, 0.03, -0.03]],
  "nbo_charge": [-0.5913, 0.6832, -0.2347, -0.1181, -0.2444, -0.1550, -0.2767, 0.2754, -0.5811, 0.3075, -0.2133, -0.4446, -0.2380, -0.2289, -0.4685, -0.2080, -0.4623, 0.0717, -0.0758, -0.0614, -0.1763, -0.2787, 0.3989, -0.3260, -0.2851, -0.1815, -0.0637, -0.1689, -0.2786, 0.3912, -0.3260, -0.2827, -0.1800, -0.4598, -0.1973, 0.2403, 0.2211, 0.2206, 0.2176, 0.4312, 0.2299, 0.2425, 0.2190, 0.1833, 0.2155, 0.1958, 0.2285, 0.2056, 0.2219, 0.2303, 0.2306, 0.2174, 0.2210, 0.2302, 0.2299, 0.2191, 0.2261, 0.2057, 0.2017, 0.1940],
  "gap_ev": 8.01,
  "mol_weight_g_mol": 489.6,
  "homo_ev": -7.89,
  "total_charge": 0,
  "multiplicity": 1
}

=====

{
  "formula": "C28H25N2",
  "method": "ωB97M-V/def2-TZVPD",
  "symbols": ["C", "C", "N", "C", "C", "C", "C", "C", "C", "C", "C", "C", "C", "C", "C", "H", "H", "H", "H", "H", "H", "H", "H", "H", "H", "H", "H", "C", "N", "C", "C", "C", "H", "C", "C", "C", "C", "C", "C", "C", "C", "C", "C", "H", "H", "H", "H", "H", "H", "H", "H", "H", "H", "H", "H"],
  "xyz": [[-0.62344, -0.74673, -2.26418], [-1.85308, 0.17546, -2.29112], [-1.59731, 1.62140, -2.63000], [-2.65358, 2.56489, -2.54262], [-4.02592, 2.30917, -2.48609], [-4.88095, 3.38034, -2.19234], [-4.36023, 4.66435, -1.99109], [-2.99274, 4.93986, -2.14165], [-2.10744, 3.88322, -2.37774], [-0.66683, 3.72862, -2.33804], [-0.39169, 2.31609, -2.40606], [0.93139, 1.87229, -2.42129], [1.98342, 2.79160, -2.43059], [1.71492, 4.15358, -2.29325], [0.39803, 4.62621, -2.24526], [-0.93833, -1.77915, -2.44438], [0.13696, -0.46058, -2.99034], [-0.18075, -0.80001, -1.27296], [-2.58464, -0.15048, -3.01589], [-4.42565, 1.30976, -2.64512], [-5.95238, 3.22336, -2.11598], [-5.02072, 5.48158, -1.72805], [-2.60309, 5.94896, -2.02642], [1.19176, 0.82299, -2.43727], [3.00569, 2.43265, -2.55494], [2.53521, 4.86177, -2.23556], [0.18582, 5.68629, -2.14572], [2.61844, -4.65041, 2.77659], [1.91201, -3.38124, 2.74629], [2.68145, -2.29762, 2.31609], [2.01685, -1.04449, 2.07155], [0.64221, -0.99999, 2.32592], [-2.44755, 0.26817, -1.38721], [-0.13564, -2.07466, 2.77941], [0.54357, -3.33298, 3.00292], [-0.22776, -4.48162, 3.29312], [-1.63498, -4.39320, 3.31802], [-2.30198, -3.17147, 3.11615], [-1.55732, -2.03509, 2.86558], [2.72613, 0.01864, 1.44920], [4.04623, -0.12700, 1.07375], [4.69870, -1.35977, 1.28730], [4.03712, -2.42698, 1.93297], [1.99596, -5.43701, 3.18928], [2.97292, -4.97054, 1.78330], [3.48701, -4.53333, 3.43394], [0.08307, -0.13062, 1.96936], [0.23152, -5.47726, 3.37447], [-2.21031, -5.31097, 3.40779], [-3.39357, -3.15430, 3.09071], [-2.02926, -1.06550, 2.71956], [2.19846, 0.95746, 1.30290], [4.57421, 0.67023, 0.55145], [5.70054, -1.51971, 0.87731], [4.54754, -3.39623, 1.99624]],
  "forces_ev_per_angstrom": [[-0.74, -0.22, 0.33], [-0.10, 1.71, -0.57], [0.33, -0.07, 0.52], [0.86, 0.12, 0.35], [-0.06, 0.29, 0.06], [0.66, -0.06, -0.08], [0.49, 0.21, -0.33], [-0.09, -0.44, 0.12], [-0.89, -0.99, 0.09], [0.54, -0.91, -0.01], [-0.53, 0.90, -0.61], [0.54, -0.16, -0.04], [-0.64, 0.05, 0.31], [-0.26, 0.36, -0.10], [0.07, -0.32, 0.04], [-0.08, 0.19, -0.28], [-0.44, -0.31, -0.01], [0.27, 0.38, 0.11], [0.04, -0.33, -0.49], [0.08, 0.19, 0.06], [0.16, -0.05, 0.01], [-0.05, -0.07, -0.11], [-0.19, -0.13, 0.08], [-0.02, 0.32, -0.15], [-0.26, 0.11, 0.21], [-0.10, -0.05, -0.09], [0.15, -0.07, -0.05], [0.57, -0.68, 0.42], [0.03, 0.50, -0.20], [-0.89, 0.16, -0.27], [-0.04, -0.99, 0.30], [-0.72, 0.33, -0.64], [0.29, -0.70, 0.70], [0.91, -0.87, 0.12], [0.36, 0.62, -0.65], [-1.11, -0.40, -0.16], [1.69, -0.13, -0.25], [0.30, 0.67, -0.28], [-0.27, -0.12, 0.21], [0.51, 0.18, 0.17], [-0.56, 0.01, -0.04], [-0.92, -1.13, 0.60], [0.73, 0.29, -0.80], [0.19, 0.17, -0.06], [-0.31, 0.30, 0.27], [-0.17, -0.20, -0.12], [0.25, 0.06, 0.40], [-0.44, 0.72, 0.09], [0.13, 0.17, 0.20], [0.41, 0.13, 0.13], [-0.04, -0.23, -0.05], [0.10, -0.11, -0.12], [-0.22, -0.14, 0.23], [-0.33, 0.06, 0.38], [-0.20, 0.68, 0.08]],
  "nbo_charge": [-0.6229, -0.2044, -0.3902, 0.2468, -0.2957, -0.1917, -0.2388, -0.1616, -0.1352, -0.0133, 0.1503, -0.2755, -0.2056, -0.2464, -0.1869, 0.2251, 0.2288, 0.1965, 0.2051, 0.2171, 0.2205, 0.2190, 0.2168, 0.2060, 0.2125, 0.2172, 0.2168, -0.4215, -0.3343, 0.3072, -0.1585, 0.0193, 0.1916, -0.1566, 0.3163, -0.2827, -0.1031, -0.2190, -0.1133, -0.1119, -0.2165, -0.1041, -0.2810, 0.2294, 0.2297, 0.2286, 0.2372, 0.2350, 0.2416, 0.2477, 0.2355, 0.2426, 0.2473, 0.2438, 0.2394],
  "gap_ev": 4.43,
  "mol_weight_g_mol": 389.5,
  "e_above_lowest_kj_mol": 0.0,
  "homo_ev": -9.53,
  "total_charge": 1,
  "multiplicity": 1
}